{
  "formula": "C26H50P2ScSi",
  "method": "the ωB97M-V functional and the def2-TZVPD basis",
  "elements": ["Sc", "C", "C", "C", "C", "C", "C", "H", "H", "H", "C", "H", "H", "H", "C", "H", "H", "H", "C", "H", "H", "H", "C", "H", "H", "H", "C", "C", "C", "C", "C", "C", "C", "C", "H", "H", "H", "H", "H", "H", "H", "H", "H", "H", "H", "H", "P", "C", "C", "P", "C", "C", "C", "H", "H", "H", "H", "H", "H", "H", "H", "H", "H", "H", "H", "H", "H", "C", "Si", "C", "C", "H", "H", "H", "H", "H", "H", "H", "H", "H"],
  "positions_angstrom": [[-0.0118, 0.7478, -0.4690], [0.2875, 3.2181, -0.8206], [-0.1774, 2.5386, -2.0178], [-1.9483, 2.7270, -0.5353], [-0.8112, 3.3264, 0.0746], [-1.5698, 2.2463, -1.8189], [1.5856, 3.9121, -0.5635], [2.4068, 3.5309, -1.1845], [1.8685, 3.8016, 0.4931], [1.5295, 4.9938, -0.7468], [-0.8753, 4.2129, 1.2600], [0.0885, 4.6938, 1.4572], [-1.1775, 3.6502, 2.1491], [-1.6057, 5.0368, 1.1349], [-3.3336, 2.8479, -0.0116], [-3.8555, 3.7680, -0.3575], [-3.3348, 2.8931, 1.0858], [-3.9635, 2.0047, -0.3362], [-2.5549, 1.7834, -2.8381], [-3.0807, 2.6108, -3.3351], [-3.3393, 1.1802, -2.3654], [-2.0635, 1.2092, -3.6311], [0.5443, 2.4181, -3.3086], [0.2199, 3.1915, -4.0178], [0.3348, 1.4558, -3.7939], [1.6232, 2.5433, -3.1896], [2.3154, -2.4618, 1.0579], [3.1647, -1.6564, 0.3416], [3.8569, -2.1467, -0.8786], [2.9259, -2.7173, -1.9850], [1.5008, -2.2821, -1.9504], [0.5695, -3.0965, -1.3637], [0.8510, -4.0873, -0.3065], [2.0609, -3.8570, 0.6404], [4.5428, -2.9588, -0.6021], [2.9404, -3.8223, -1.8992], [4.4890, -1.3458, -1.2720], [2.9543, -4.2775, 0.1670], [2.0779, -2.2616, 2.1204], [3.7278, -0.8423, 0.8164], [1.8396, -4.4680, 1.5401], [-0.0484, -4.2117, 0.3103], [-0.3875, -3.3249, -1.8434], [1.0184, -5.0809, -0.7699], [3.3703, -2.4427, -2.9613], [1.2342, -1.4523, -2.6078], [1.7107, 0.0882, 1.4086], [2.6587, 0.1123, 2.9256], [2.3912, 0.8155, -0.1652], [-1.6760, -1.3935, -0.4597], [0.4957, -1.0011, 0.6667], [-1.5280, -1.2002, -2.3039], [-2.3582, -3.0307, -0.1146], [2.0368, 0.0023, 3.8257], [3.1847, 1.0781, 3.0308], [3.4091, -0.6867, 2.9188], [2.6235, 0.0983, -0.9508], [3.3287, 1.2997, 0.1422], [1.8072, 1.6404, -0.6213], [-1.5962, -3.8155, -0.0090], [-3.0587, -3.3146, -0.9144], [-2.9159, -2.9844, 0.8337], [0.0842, -1.7963, 1.2879], [0.9364, -1.2909, -0.2992], [-2.4214, -0.6880, -2.6912], [-1.4539, -2.1763, -2.8025], [-0.6438, -0.6063, -2.6140], [-1.3494, -1.3265, 3.0943], [-1.7456, 0.1546, 2.0359], [-3.6203, 0.0402, 1.7053], [-1.5812, 1.5754, 3.3336], [-0.2848, -1.4270, 3.3368], [-1.7028, -2.2824, 2.6867], [-1.8820, -1.1492, 4.0496], [-4.0493, -0.6897, 2.4153], [-4.1074, 1.0099, 1.8740], [-3.8193, -0.2965, 0.6792], [-1.7070, 1.1144, 4.3286], [-0.5930, 2.0442, 3.2926], [-2.3624, 2.3335, 3.2062]],
  "forces_ev_per_angstrom": [[-3.090, 1.492, 1.915], [-0.790, -0.261, -0.506], [-0.420, 0.724, 0.909], [0.875, -0.045, -0.194], [-0.125, -0.422, -1.053], [0.464, 0.253, 0.450], [0.518, 0.213, 0.011], [-0.143, 0.120, 0.120], [0.081, -0.054, -0.283], [-0.126, -0.218, -0.086], [-0.014, 0.280, 0.796], [-0.160, -0.176, 0.063], [0.132, 0.389, -0.149], [0.244, -0.466, -0.153], [-0.768, -0.015, 0.120], [0.497, -0.400, 0.035], [-0.063, -0.069, -0.309], [0.184, 0.267, 0.228], [-0.167, -0.150, -0.379], [0.252, 0.035, 0.192], [0.149, -0.017, -0.208], [-0.234, 0.045, 0.107], [0.144, -0.045, -0.591], [0.046, -0.089, 0.110], [0.218, 0.116, -0.040], [-0.031, -0.150, -0.035], [3.300, 0.117, 0.152], [1.491, -2.721, 2.317], [0.108, -0.124, -0.756], [1.098, 0.000, 0.423], [-1.096, -1.460, -0.293], [0.506, -0.072, -1.924], [0.800, -1.049, 0.355], [-0.887, -0.953, -0.139], [0.068, 0.164, 0.064], [0.044, 0.657, -0.297], [-0.090, -0.063, -0.078], [-0.048, 0.070, 0.188], [0.114, 0.055, -0.868], [-0.380, -0.537, -0.089], [0.330, 0.318, -0.454], [0.375, 0.016, -0.133], [0.126, 0.942, 0.482], [-0.263, 0.270, 0.119], [-0.388, -0.279, 0.372], [-0.239, -0.501, -0.231], [-3.429, 4.352, -0.886], [1.320, -0.497, 0.469], [0.999, 0.152, 0.593], [0.024, 1.358, -1.397], [-0.423, -0.176, 1.395], [-0.889, -0.657, -0.411], [-0.544, -0.642, 0.124], [-0.121, 0.015, -0.542], [-0.359, -0.332, -0.282], [0.084, 0.098, 0.267], [0.229, -0.225, -0.071], [-0.191, 0.012, -0.343], [0.483, 0.029, 0.281], [-0.518, 0.314, -0.153], [0.158, 0.029, 0.251], [0.101, 0.016, -0.358], [0.547, 0.121, -0.478], [-0.031, -0.455, 0.743], [0.430, -0.202, 0.101], [0.014, 0.410, -0.104], [-0.290, -0.091, 0.153], [0.116, -0.589, 0.407], [-0.696, 1.169, 0.488], [-0.075, -0.094, 0.025], [0.235, -0.373, -0.267], [-0.128, 0.000, 0.054], [0.118, 0.110, 0.087], [0.170, -0.176, -0.448], [0.072, 0.244, -0.221], [0.063, -0.357, -0.034], [-0.171, 0.179, 0.444], [0.024, 0.181, -0.323], [-0.166, 0.002, 0.138], [0.200, -0.137, 0.017]],
  "charge": 1,
  "relative_energy_kcal_mol": 0.0,
  "homo_lumo_gap_ev": [5.6, 5.7]
}